(1)
44
Properties=species:S:1:pos:R:3:forces:R:3:mulliken_charge:R:1 method="wB97M-V/def2-TZVPD" e_tot_ha=-13629.20125 multiplicity=5 e_above_lowest_kcal_mol=10.1 e_lumo_ev="1.9 / 0.4" charge=-1
Pt 0.78639 -0.32751 -0.16029 -0.7 -0.2 -0.7 0.614
Se -1.02445 0.19661 5.73107 -0.1 0.0 0.1 -0.367
Sb -1.14723 0.91517 3.30162 1.1 -0.3 -0.2 0.892
Se -1.42759 -0.00594 0.59413 -0.1 -0.2 -0.1 -0.466
Se -3.36465 1.62256 3.91898 -0.9 0.2 0.2 -0.510
Se -0.80932 3.36666 3.11973 0.0 0.0 -0.1 -0.451
I 0.30232 -3.60956 -1.47019 0.0 0.0 0.1 0.136
C 0.49479 -2.04617 -2.83733 0.0 0.0 -0.2 0.106
C 1.17226 -2.28053 -4.02614 -0.1 0.0 0.0 -0.429
C 1.26996 -1.24299 -4.93544 -0.1 0.2 0.0 -0.308
C 0.67832 -0.02249 -4.63867 0.0 -0.2 0.0 -0.545
C 0.03926 0.10990 -3.42035 -0.1 0.2 -0.1 -0.142
N -0.04968 -0.87755 -2.52864 0.4 0.0 0.4 -0.305
H 1.61373 -3.24638 -4.21996 0.0 0.0 0.0 0.366
H 1.80565 -1.38530 -5.86429 0.0 0.0 0.0 0.378
H 0.72984 0.81443 -5.31829 0.0 0.0 0.0 0.391
H -0.41744 1.04626 -3.12302 0.0 0.0 0.0 0.390
Se 2.92057 0.10989 -1.19011 0.0 0.0 0.0 -0.452
C 3.74138 1.41043 -0.04261 0.1 -0.1 -0.1 0.496
C 5.07423 1.72236 -0.30019 0.0 0.0 0.0 -0.590
C 5.73880 2.66479 0.46735 0.0 0.0 0.0 -0.484
C 5.08197 3.30610 1.50745 0.0 0.0 0.0 -0.440
C 3.75388 2.99679 1.76379 0.0 0.1 0.1 -0.709
C 3.08577 2.05679 0.99783 -0.2 0.0 -0.1 -0.253
H 5.59510 1.21928 -1.10544 0.0 0.0 0.0 0.320
H 6.77518 2.89416 0.25153 0.0 0.0 0.0 0.345
H 5.59614 4.04250 2.11030 0.0 0.0 0.0 0.371
H 3.22142 3.49124 2.56586 0.0 0.0 0.0 0.391
H 2.04854 1.83112 1.20901 0.0 0.0 0.0 0.473
C 4.67781 -2.11494 3.56954 -0.1 0.0 0.0 -0.976
Si 2.83327 -2.06247 3.91992 0.0 0.0 0.0 -0.086
C 2.15099 -3.81408 3.95669 0.1 0.1 -0.1 -1.008
C 2.54320 -1.25504 5.58109 0.1 0.0 -0.1 -0.640
C 2.02322 -1.15786 2.55843 0.0 -0.1 0.1 -0.342
C 1.51694 -0.77313 1.52122 0.2 0.2 0.4 0.471
H 5.20982 -2.70556 4.31747 0.0 0.0 0.0 0.302
H 5.09682 -1.10873 3.56841 0.0 0.1 0.0 0.299
H 4.86295 -2.55050 2.58746 0.0 0.0 0.0 0.297
H 2.47763 -4.35402 4.84621 0.0 0.0 0.1 0.305
H 2.48445 -4.36585 3.07681 0.0 0.0 0.0 0.292
H 1.06169 -3.79527 3.94901 -0.1 0.0 0.0 0.302
H 3.01472 -1.84241 6.37146 0.0 0.0 0.0 0.302
H 1.47944 -1.17730 5.80020 -0.1 0.0 0.0 -0.008
H 2.96224 -0.24855 5.60695 0.0 0.0 0.0 0.272

---

(2)
13
Properties=species:S:1:pos:R:3:forces:R:3:mulliken_charge:R:1 method="wB97M-V/def2-TZVPD" e_tot_ha=-249.31905 e_above_lowest_kcal_mol=96.8 e_lumo_ev=-0.4
C -1.02783 -1.69482 0.56145 -0.1 -0.9 -0.7 -0.420
C -1.16414 -1.04515 -0.79591 1.7 -1.7 -2.1 -0.347
C -0.13029 0.03236 -0.92612 0.5 1.6 0.5 -0.385
C 0.41127 0.02982 0.54997 -1.6 -2.0 -1.6 0.671
C 1.14807 1.14402 1.12620 1.3 -0.2 -2.4 -1.027
N -0.07278 -0.98947 1.24392 1.0 1.6 0.3 -0.524
H -1.05109 -1.70738 -1.75949 -0.6 0.5 2.2 0.292
H -2.13562 -0.67699 -0.81695 -2.0 0.7 -0.1 0.276
H 0.55070 -0.29009 -1.77966 -0.3 1.1 1.4 0.263
H -0.56084 1.09191 -1.08524 0.8 -1.6 -0.2 0.257
H 0.73861 2.02236 0.59295 0.8 0.0 0.7 0.298
H 2.24616 0.96000 0.93860 -1.0 0.6 -0.2 0.264
H 1.04777 1.12343 2.15030 -0.5 0.4 2.3 0.382